A cluster of 6 separate species, C54H56BF43N2O9S in total at a distorted geometry, computed with wB97M-V/def2-TZVPD.

XYZ file:
```
166
Properties=species:S:1:pos:R:3:forces:R:3
C -3.981 -5.375 1.660 0.6 0.6 0.2
B -3.329 -5.278 0.126 0.0 -0.2 0.4
O -2.375 -6.276 -0.399 0.2 2.9 1.8
C -3.812 -3.929 -0.746 0.3 3.2 -1.3
C -3.065 -2.441 -0.583 -3.7 -2.3 -2.6
C -1.802 -2.179 0.429 -0.2 0.2 0.4
C -2.391 -1.328 1.743 0.6 -1.6 0.7
C -1.124 -0.963 2.719 1.6 -1.0 1.0
F -1.275 0.203 3.627 1.0 -2.3 -3.4
C 0.149 -1.743 2.788 -1.5 1.2 0.0
F 0.067 -3.156 3.286 0.9 4.2 -2.8
F 1.491 -1.204 2.379 -4.3 -2.1 2.6
C -3.747 -1.231 -1.515 -2.4 -1.9 -1.5
C -3.157 0.333 -1.447 -1.3 -1.2 0.0
O -1.706 0.272 -1.673 0.0 2.9 1.7
C -1.013 1.498 -1.255 2.8 3.4 0.4
C -1.274 2.361 0.113 1.6 0.3 -1.8
C -0.456 3.719 0.560 1.0 -2.0 -3.4
C -0.930 4.441 1.965 -1.0 -0.9 -0.4
C 0.747 4.234 -0.429 -2.7 -3.3 -0.4
C 1.061 3.384 -1.831 -2.7 -0.7 2.5
C 0.203 2.026 -2.274 0.1 2.1 2.9
C 0.577 1.258 -3.673 -0.5 0.2 -0.9
C 1.855 1.891 -4.490 1.0 0.4 1.2
C 0.845 -0.353 -3.535 -1.2 -0.9 -0.4
C -5.058 -1.503 -2.514 1.6 -1.0 1.3
C -5.778 -0.304 -3.416 -0.3 -0.7 0.1
C -6.583 0.726 -2.422 -0.7 -0.6 -0.2
C -8.169 0.976 -2.891 0.2 1.1 0.7
C -9.214 0.284 -1.812 -0.4 0.3 0.7
C -10.709 1.003 -1.798 -0.1 -0.7 -2.1
O -10.870 1.998 -0.725 -3.2 -1.2 1.3
C -12.231 2.002 -0.164 -5.0 0.5 -1.7
C -12.389 2.009 1.500 1.2 0.6 -0.9
O -13.376 2.032 -0.850 7.5 -0.5 3.4
C -5.784 -3.003 -2.658 0.7 -0.6 1.1
N -6.990 -3.422 -3.476 5.2 -1.9 4.8
S -7.093 -5.135 -3.004 2.0 1.9 0.8
N -5.804 -5.529 -1.882 0.2 6.7 -1.8
C -5.114 -4.187 -1.744 -0.5 0.1 -0.4
H -4.860 -4.591 1.777 1.7 -1.8 -0.2
H -4.269 -6.465 1.975 0.7 2.6 -0.3
H -3.113 -5.000 2.382 -1.6 -0.7 -1.3
H -1.469 -5.964 -0.047 -1.9 -0.9 -0.9
H -0.880 -1.621 -0.081 -2.4 -1.0 0.9
H -1.338 -3.164 0.898 -1.3 1.7 -1.3
H -2.989 -0.384 1.396 1.4 -1.7 1.0
H -3.106 -2.100 2.301 1.3 1.9 -1.1
H -3.486 0.743 -0.402 1.0 -0.6 -1.9
H -3.623 1.034 -2.259 0.7 -1.5 1.4
H -2.132 1.966 0.842 2.1 1.1 -1.7
H -2.070 4.124 2.117 2.5 0.7 -0.4
H -0.368 4.018 2.925 -0.9 1.1 -2.3
H -0.936 5.619 1.918 0.4 -2.5 0.0
H 1.350 5.203 -0.107 -1.4 -2.4 -1.0
H 1.926 3.852 -2.503 -2.2 -1.4 1.5
H -0.369 1.397 -4.388 1.9 -0.3 1.7
H 2.109 1.326 -5.498 -0.9 1.2 2.1
H 2.807 1.730 -3.793 -1.9 0.3 -1.5
H 1.789 3.065 -4.655 -0.1 -2.6 0.1
H 1.782 -0.717 -4.169 -1.8 1.0 1.6
H -0.089 -0.905 -4.035 2.0 1.1 1.2
H 0.871 -0.741 -2.420 0.2 1.0 -2.3
H -5.017 0.222 -4.150 -1.4 -1.0 1.8
H -6.609 -0.787 -4.125 2.0 0.7 1.6
H -6.024 1.756 -2.376 -1.1 -2.1 0.2
H -6.665 0.183 -1.371 0.5 1.5 -2.1
H -8.359 0.662 -4.007 0.3 0.4 2.3
H -8.334 2.158 -2.858 0.2 -2.6 0.0
H -8.783 0.405 -0.707 -0.8 -0.3 -2.4
H -9.379 -0.873 -2.004 0.5 2.4 0.3
H -11.590 0.219 -1.709 2.0 1.6 -0.2
H -10.811 1.567 -2.832 0.0 -1.1 2.1
H -11.859 1.028 1.874 -1.1 2.1 -0.5
H -11.829 2.972 1.902 -0.9 -2.2 -0.8
H -13.504 2.097 1.849 2.2 -0.4 -1.2
F 4.882 6.397 1.915 0.4 0.1 0.3
C 6.073 6.212 2.526 -0.3 0.7 0.8
F 6.433 7.422 3.033 0.3 -0.2 -0.2
C 7.143 5.688 1.575 0.4 0.1 -1.0
F 7.416 6.589 0.593 -0.2 -0.1 0.4
F 8.310 5.547 2.280 -0.6 0.0 0.3
C 6.832 4.325 0.938 0.6 -1.0 -0.2
O 6.276 4.359 -0.382 -1.6 0.9 0.5
C 4.865 4.540 -0.446 1.2 -1.7 0.7
F 4.339 4.403 0.794 -0.4 0.0 -0.9
F 4.391 3.492 -1.173 0.0 0.8 0.0
C 4.466 5.859 -1.122 0.0 0.9 -0.3
F 4.987 6.932 -0.475 -0.1 -0.5 -0.4
F 3.117 6.023 -1.119 0.3 -0.4 0.0
H 5.928 5.533 3.372 0.1 -0.1 -0.1
H 7.795 3.814 0.813 -0.1 0.3 -0.1
H 6.260 3.669 1.606 0.0 0.4 -0.1
H 4.813 5.891 -2.158 0.1 -0.2 0.0
F 11.589 2.558 4.119 -0.5 0.1 -0.1
C 10.765 3.290 3.336 -0.8 0.0 0.6
F 9.601 2.591 3.251 0.0 0.1 -0.3
C 11.345 3.538 1.949 0.5 -0.4 -0.9
F 11.501 2.375 1.262 -0.1 0.2 0.4
F 10.437 4.272 1.230 0.2 -0.1 0.6
C 12.670 4.316 1.931 0.5 0.8 -0.6
O 13.862 3.528 1.824 -0.3 -0.9 1.6
C 14.361 3.006 3.051 -0.1 1.9 -0.8
F 13.704 3.585 4.084 0.8 -0.5 0.0
F 15.649 3.435 3.139 -0.4 -0.7 0.0
C 14.324 1.473 3.103 -0.1 -0.9 0.0
F 13.064 0.996 2.939 0.5 0.2 -0.1
F 14.758 1.013 4.307 0.0 0.5 -0.2
H 10.545 4.232 3.848 0.1 0.1 -0.2
H 12.662 4.920 1.014 -0.1 -0.4 0.1
H 12.737 5.052 2.741 -0.1 -0.4 0.0
H 14.952 1.037 2.323 0.1 0.3 0.0
F 10.359 -0.471 8.602 -0.1 0.6 0.0
C 10.242 0.785 8.118 0.3 0.4 1.0
F 9.689 1.528 9.115 -0.1 0.1 -0.3
C 9.383 0.849 6.861 -0.9 -0.4 -0.5
F 8.100 0.478 7.118 0.5 0.1 0.2
F 9.314 2.158 6.456 0.5 -0.2 0.3
C 9.914 0.036 5.671 0.1 0.2 -1.1
O 9.337 -1.262 5.486 0.6 -0.7 1.7
C 9.918 -2.305 6.263 0.7 1.2 -1.6
F 11.060 -1.854 6.835 -0.4 -0.9 -0.1
F 10.296 -3.262 5.373 -0.5 0.1 0.6
C 8.938 -2.905 7.280 -0.6 -0.2 0.7
F 8.471 -1.966 8.141 0.1 -0.3 -0.5
F 9.540 -3.859 8.038 0.2 0.2 -0.5
H 11.246 1.181 7.933 -0.1 0.0 -0.2
H 9.631 0.589 4.766 -0.2 -0.1 0.3
H 11.011 0.005 5.638 -0.3 0.0 0.3
H 8.079 -3.357 6.779 0.1 0.1 -0.2
F -4.605 -10.868 1.805 0.2 0.5 0.1
C -4.355 -9.562 1.564 0.8 -0.1 0.7
F -4.128 -8.987 2.776 -0.2 0.2 -0.2
C -5.509 -8.869 0.848 -1.1 0.1 -0.2
F -6.630 -8.850 1.619 0.5 -0.1 -0.1
F -5.168 -7.553 0.662 0.0 -1.0 -0.3
C -5.856 -9.446 -0.532 -0.3 0.5 -1.0
O -6.947 -10.373 -0.572 0.9 -1.3 1.1
C -6.613 -11.722 -0.260 0.5 1.3 -1.6
F -5.266 -11.854 -0.225 -0.7 -0.6 -0.1
F -7.035 -12.462 -1.321 -0.1 0.1 0.8
C -7.296 -12.222 1.020 -0.3 -0.2 0.9
F -6.966 -11.461 2.094 -0.3 -0.2 -0.5
F -6.915 -13.493 1.316 0.1 0.3 -0.5
H -3.429 -9.486 0.987 -0.1 0.1 -0.1
H -6.196 -8.601 -1.145 -0.1 -0.1 0.4
H -4.974 -9.828 -1.062 -0.1 0.0 0.4
H -8.384 -12.205 0.919 0.1 0.1 -0.2
F -5.505 1.528 -6.575 0.3 -0.2 -0.3
C -5.022 1.460 -7.835 0.5 -1.0 0.2
F -3.799 0.871 -7.744 -0.1 0.3 -0.2
C -4.911 2.830 -8.493 0.4 1.1 0.1
F -4.015 3.620 -7.842 -0.3 -0.4 0.0
F -4.402 2.658 -9.755 -0.4 -0.4 0.3
C -6.239 3.588 -8.640 -0.5 0.7 -0.8
O -6.522 4.565 -7.631 -0.1 -1.3 1.4
C -7.117 4.059 -6.440 -0.7 0.2 -2.0
F -7.497 2.775 -6.640 -0.2 0.6 0.7
F -8.266 4.769 -6.272 0.7 -0.2 0.4
C -6.219 4.232 -5.208 0.7 0.1 0.7
F -5.026 3.606 -5.365 -0.4 0.4 -0.1
F -6.796 3.692 -4.102 -0.2 0.1 -0.5
H -5.665 0.792 -8.418 0.0 0.2 -0.1
H -6.163 4.170 -9.567 0.2 0.0 0.3
H -7.090 2.917 -8.809 0.3 0.0 0.2
H -6.020 5.288 -5.010 -0.2 0.0 -0.2
```
Positions in Å, forces in eV/Å.

Calculated values
**Energy above the lowest of the compared OMol25 structures with the same formula, charge and spin**: 646.9 kcal per mole
**SMILES string**: CB(O)c1c(CCC(F)=C(F)F)c(COc2cc(C)ccc2C(C)C)c(CCCCCOC(C)=O)c2nsnc12.FC(F)C(F)(F)COC(F)(F)C(F)F.FC(F)C(F)(F)COC(F)(F)C(F)F.FC(F)C(F)(F)COC(F)(F)C(F)F.FC(F)C(F)(F)COC(F)(F)C(F)F.FC(F)C(F)(F)COC(F)(F)C(F)F
**Orbital gap**: 6.49 eV

These are the Löwdin partial charges, in e, on atoms 1 to 99: -0.048 -0.391 0.006 0.047 -0.034 -0.150 -0.093 -0.053 -0.055 -0.018 -0.030 -0.022 0.017 -0.152 -0.176 -0.097 0.019 -0.184 -0.126 -0.022 0.002 -0.032 -0.367 -0.141 -0.115 -0.025 -0.180 -0.193 -0.199 -0.162 -0.187 -0.115 -0.298 -0.022 -0.032 -0.200 -0.256 0.857 -0.261 -0.196 0.090 0.060 0.087 0.129 0.133 0.117 0.111 0.135 0.109 0.131 0.085 0.078 0.091 0.083 0.083 0.077 0.143 0.090 0.091 0.080 0.085 0.088 0.083 0.113 0.108 0.103 0.111 0.115 0.110 0.123 0.122 0.138 0.137 0.092 0.095 0.094 0.085 -0.290 0.090 -0.425 0.126 0.089 -0.048 0.036 -0.479 0.120 0.129 -0.258 0.090 0.068 0.176 0.142 0.150 0.177 0.079 -0.287 0.083 -0.424 0.126